3 unconnected molecules or ions with the total composition C42H57NO11 in a non-equilibrium geometry. Source: the Open Molecules 2025 dataset; level of theory: ωB97M-V/def2-TZVPD.

Geometry (Å):
C -0.00849 -0.48003 -0.70518
C 1.06837 0.37693 0.02486
O 0.79379 0.76993 1.16855
O 2.33078 0.74755 -0.53328
C 2.06217 1.73271 -1.58134
C 3.22248 2.80733 -1.66640
C 2.76295 4.26475 -1.31290
C 1.84936 4.93426 -2.43272
C 0.39394 5.07344 -1.82869
C -0.75463 4.95040 -2.87372
C -0.61846 5.05853 -4.31939
C -1.75470 4.89254 -5.24011
C -3.10502 4.60181 -4.73078
C -3.23227 4.48954 -3.28564
C -2.10325 4.65654 -2.35135
C -2.36502 4.47440 -0.81516
O -1.90459 5.20982 0.02409
C -3.31256 3.27575 -0.47864
C -3.04902 2.38711 0.63533
C -3.96442 1.26779 0.83855
C -5.09993 1.07757 -0.05667
C -5.34687 1.99930 -1.18476
C -6.55568 1.72569 -2.15453
C -6.13353 0.41823 -2.95904
C -5.34277 0.77058 -4.27038
O -5.25658 1.88759 -4.71512
N -4.72781 -0.35032 -4.96026
C -3.27497 -0.30139 -4.89740
C -2.47920 0.79376 -4.34334
C -1.01639 0.72112 -4.35625
C -0.31160 -0.44742 -4.90103
C -1.08856 -1.55227 -5.45444
C -2.54056 -1.44246 -5.45363
C -4.45224 3.11863 -1.41138
C -4.59554 4.13432 -2.59877
O -5.63862 4.62973 -2.94106
H -0.70994 -0.85928 0.07678
H 0.39846 -1.32284 -1.31269
H -0.61134 0.22845 -1.34574
H 2.05471 1.18204 -2.55816
H 1.05168 2.18884 -1.40788
H 3.70271 2.73621 -2.67415
H 4.00371 2.49458 -0.91891
H 3.69454 4.89134 -1.23711
H 2.22880 4.32722 -0.32406
H 1.89514 4.39270 -3.40913
H 2.23766 5.97794 -2.57886
H 0.25379 4.21270 -1.11214
H 0.24323 6.00298 -1.22791
H 0.38494 5.24792 -4.76679
H -1.64512 4.94508 -6.34869
H -3.98814 4.45482 -5.39502
H -2.14772 2.59624 1.25882
H -3.78474 0.53965 1.66213
H -5.79396 0.21653 0.05368
H -6.72549 2.55832 -2.87582
H -7.48805 1.56000 -1.55751
H -5.43232 -0.22074 -2.34568
H -7.03327 -0.21643 -3.16645
H -4.99362 -1.20504 -4.45198
H -2.97406 1.70081 -3.91338
H -0.37639 1.55343 -3.97176
H 0.80300 -0.52458 -4.92368
H -0.61171 -2.46461 -5.89189
H -3.13666 -2.27505 -5.89548
C 3.59834 -0.43893 2.12493
O 3.67937 -1.84512 1.92928
C 4.14740 -2.22848 0.64466
C 5.37038 -3.13876 0.70971
O 6.55506 -2.58316 1.26834
C 6.53581 -2.23811 2.64862
C 6.29979 -3.37061 3.64111
O 4.98648 -3.90108 3.53752
C 4.92965 -5.31033 3.41042
H 2.60520 -0.09984 1.87233
H 3.80988 -0.23026 3.17676
H 4.33086 0.10833 1.52449
H 4.36533 -1.35750 0.01847
H 3.33640 -2.78874 0.16260
H 5.63172 -3.39491 -0.32221
H 5.13710 -4.08936 1.18779
H 5.84749 -1.41148 2.82107
H 7.53096 -1.83230 2.85644
H 6.40584 -2.96642 4.65399
H 7.06450 -4.14569 3.50409
H 5.82916 -5.72533 2.94740
H 4.07759 -5.55682 2.77303
H 4.77276 -5.76481 4.39311
C -2.71926 -2.66249 6.03838
O -1.42236 -3.22689 6.08017
C -1.35190 -4.56824 5.62300
C -0.35061 -4.76118 4.48761
O -0.62553 -4.08881 3.26504
C -0.58623 -2.66472 3.25329
C 0.74700 -2.00428 3.58682
O 1.12178 -2.20473 4.94310
C 2.43658 -2.70436 5.12331
H -3.21063 -2.78783 7.00755
H -2.61652 -1.59350 5.83830
H -3.33694 -3.09512 5.24571
H -2.33453 -4.94111 5.31551
H -1.01754 -5.17548 6.47250
H -0.36024 -5.82701 4.23652
H 0.66896 -4.55436 4.81154
H -1.39373 -2.26018 3.86366
H -0.83311 -2.38132 2.22458
H 0.64198 -0.92326 3.44260
H 1.51602 -2.36545 2.89311
H 2.78265 -3.28998 4.27006
H 2.43296 -3.35559 6.00113
H 3.12427 -1.87354 5.30769

## Properties
* calculated total energy: -2516.728289 a.u.
* Kohn-Sham gap: 0.2971 hartree
* SMILES: CC(=O)OCCCCCc1cccc2c1C(=O)c1cccc(CCC(=O)Nc3ccccc3)c1C2=O.COCCOCCOC.COCCOCCOC
* HOMO level: -8.73 eV
* net charge: 0
* maximum force: 3.28 eV/Å

Results of the Löwdin charge analysis, in e, for atoms 1 through 5: number 1, C, carries 0.0242; number 2, C, carries -0.4329; number 3, O, carries 0.0571; number 4, O, carries -0.0749; number 5, C, carries -0.1620

A molecular structure, C42H58N4O5SSeTa in a non-equilibrium geometry. Source: the Open Molecules 2025 dataset; level of theory: ωB97M-V/def2-TZVPD.

Geometry (Å):
Ta 13.99142 10.11659 13.96273
C 17.08329 9.10226 14.69365
N 16.50499 10.20196 13.87694
C 17.16799 10.10646 12.45705
C 16.88333 11.51115 14.43543
C 15.90651 12.58490 13.87966
N 14.40364 12.41372 14.21698
C 13.76030 13.31024 13.24906
C 13.87250 13.00102 11.78756
C 13.85819 13.99808 10.82227
C 14.04975 13.81611 9.45937
C 14.14276 12.46604 9.07505
C 13.86154 11.38641 9.92901
C 14.00034 11.68076 11.32543
O 14.37123 10.69795 12.24222
C 13.57086 10.00436 9.30853
C 12.71752 9.16922 10.25225
C 14.88970 9.30806 8.83476
C 12.66333 10.16986 8.02114
C 14.48837 15.01985 8.60373
C 15.65597 15.69419 9.32016
C 13.32248 16.04858 8.55329
C 14.86664 14.64314 7.19146
C 14.14128 12.80314 15.61322
C 13.26140 11.83533 16.42704
C 12.01193 12.19739 16.92432
C 11.52217 11.56360 18.07839
C 12.30900 10.48090 18.57611
C 13.43767 9.95430 17.93751
C 13.88382 10.62328 16.77553
O 14.81307 10.13874 15.84070
C 14.11634 8.60028 18.40318
C 13.47897 7.46353 17.58846
C 15.62195 8.44206 18.27183
C 13.74862 8.44373 19.88542
C 10.24966 12.04670 18.79369
C 9.60546 10.82899 19.56983
C 10.63600 13.17304 19.82432
C 9.27358 12.69942 17.83365
H 18.14427 9.06116 14.68795
H 16.66366 8.18736 14.27322
H 16.71198 9.06881 15.71346
H 18.14187 9.65109 12.61174
H 17.26371 11.12341 12.01374
H 16.56957 9.60491 11.71940
H 17.93373 11.76552 14.16873
H 16.76793 11.46030 15.55518
H 15.96672 12.59740 12.78876
H 16.17018 13.60082 14.20559
H 14.22467 14.29564 13.47942
H 12.73537 13.37835 13.57869
H 13.87997 15.02661 11.12588
H 14.17006 12.24834 7.99344
H 13.29176 9.09077 11.19419
H 12.66683 8.13348 9.90406
H 11.76810 9.69283 10.41726
H 15.75668 9.71228 9.46254
H 15.17102 9.44004 7.74323
H 14.77527 8.20971 9.03083
H 11.69780 10.53095 8.30595
H 12.46342 9.18381 7.63454
H 13.14463 10.71646 7.17197
H 15.42782 16.11529 10.32544
H 16.06642 16.49376 8.75151
H 16.48778 14.97763 9.57606
H 13.19921 16.33532 9.60127
H 12.33753 15.67598 8.22996
H 13.69622 16.89525 7.97989
H 15.62033 13.84788 7.23142
H 15.31168 15.47327 6.61612
H 14.02328 14.19831 6.59557
H 13.63433 13.76414 15.67588
H 15.03890 12.88456 16.20645
H 11.43247 12.99088 16.43113
H 12.00280 9.97425 19.42742
H 13.69493 7.32968 16.50930
H 12.39116 7.74755 17.52535
H 13.64382 6.51512 18.14513
H 16.00404 8.44298 17.28143
H 15.87360 7.53628 18.74476
H 16.15373 9.25211 18.76181
H 12.67632 8.06688 19.94853
H 13.96032 9.41126 20.38789
H 14.48118 7.68608 20.43266
H 10.37735 10.55711 20.37475
H 9.57476 9.97579 18.83765
H 8.60749 11.05008 20.11677
H 11.33142 12.88864 20.57647
H 9.70404 13.58335 20.21817
H 11.00866 13.92142 19.22728
H 8.87499 11.94267 17.09157
H 9.68866 13.60642 17.33707
H 8.37421 13.00243 18.40119
O 12.36165 8.95865 14.80620
C 11.48545 9.64014 14.18020
N 11.91045 10.70198 13.51723
S 10.59404 11.62218 12.90662
O 10.71120 12.92376 13.49022
O 10.40859 11.52298 11.48268
C 9.41799 10.62483 13.77292
C 8.07944 10.94588 13.98786
C 7.26834 9.93609 14.45610
C 7.82738 8.64700 14.74359
C 9.20517 8.44195 14.69676
C 9.98826 9.47682 14.24267
H 7.81390 11.95758 13.76972
H 6.20182 10.09832 14.55057
H 7.17260 7.82781 15.03914
H 9.71502 7.49478 14.90792
Se 14.51458 7.60228 13.20875
C 12.63486 7.26184 12.83117
N 11.54138 7.08953 12.47371

## Properties
* calculated total energy: -5086.882753 a.u.
* Kohn-Sham gap: 0.2445 hartree
* HOMO level: -10.86 eV
* net charge: +1
* maximum force: 3.19 eV/Å
* energy above the lowest of the compared OMol25 structures with the same formula, charge and spin: 0.0 kJ/mol

Results of the Löwdin charge analysis, in e, for atoms 1 through 5: number 1, Ta, carries 1.8551; number 2, C, carries -0.1086; number 3, N, carries -0.3136; number 4, C, carries -0.0117; number 5, C, carries -0.1679